The following is a quantum chemistry calculation of a cluster of 8 separate species, C8H32N16O8 in total, from the OMol25 dataset.

Its net charge is 0. The multiplicity is 1. The structure (SMILES) is NC(N)=O.NC(N)=O.NC(N)=O.NC(N)=O.NC(N)=O.NC(N)=O.NC(N)=O.NC(N)=O. The value obtained for the energy above the lowest of the compared OMol25 structures with the same formula, charge and spin is 157.2 kJ/mol.

Geometry as XYZ:
```
64
C8H32N16O8, DFT the ωB97M-V functional and the def2-TZVPD basis
C -4.339 -0.634 -0.067
O -3.509 -1.513 -0.375
N -4.085 0.690 -0.189
N -5.584 -0.951 0.353
H -4.828 1.298 -0.480
H -3.123 0.891 -0.410
H -5.781 -1.931 0.430
H -6.093 -0.238 0.842
C 1.911 3.724 2.198
O 1.050 2.935 2.611
N 1.713 4.512 1.120
N 3.089 3.894 2.844
H 0.790 4.468 0.729
H 2.377 5.205 0.837
H 3.264 3.403 3.701
H 3.774 4.544 2.509
C 3.562 -1.916 0.801
O 3.789 -1.447 1.918
N 3.966 -3.184 0.515
N 3.058 -1.188 -0.235
H 3.814 -3.477 -0.433
H 4.624 -3.582 1.156
H 2.578 -0.325 -0.044
H 2.999 -1.578 -1.155
C 0.838 -0.496 3.702
O 1.068 -1.609 4.193
N 1.805 0.221 3.076
N -0.326 0.213 3.796
H 2.629 -0.310 2.826
H 1.521 1.145 2.792
H -0.269 1.217 3.771
H -1.083 -0.297 4.219
C 4.649 2.736 0.479
O 4.120 3.843 0.591
N 4.038 1.545 0.683
N 5.961 2.636 0.054
H 3.091 1.542 1.027
H 4.750 0.873 0.916
H 6.367 3.556 -0.005
H 6.557 1.849 0.225
C -2.802 -4.877 -2.066
O -2.129 -5.739 -2.631
N -4.044 -5.170 -1.544
N -2.422 -3.599 -1.931
H -4.417 -4.640 -0.777
H -4.520 -6.022 -1.763
H -3.011 -2.996 -1.363
H -1.738 -3.198 -2.538
C -3.278 0.826 -4.037
O -3.865 1.578 -3.265
N -2.504 -0.197 -3.629
N -3.311 1.017 -5.396
H -2.468 -0.346 -2.636
H -2.050 -0.907 -4.170
H -2.837 0.382 -6.011
H -3.981 1.648 -5.792
C -0.267 0.272 -0.310
O 0.785 0.935 -0.337
N -1.224 0.549 0.618
N -0.542 -0.734 -1.148
H -1.959 -0.096 0.842
H -0.841 1.202 1.287
H -1.433 -1.203 -1.064
H 0.130 -0.947 -1.860
```

Results of the natural (NBO) charge analysis, in e, for atoms 1 through 2: number 1, C, carries 0.791; number 2, O, carries -0.765

=====

The following is a quantum chemistry calculation of a structure of composition C74H54AlNO13P, from the OMol25 dataset.

Its net charge is -1. The multiplicity is 1. For the energy, the calculation gives -4469.23018 a.u.

Geometry as XYZ:
```
144
C74H54AlNO13P, DFT the ωB97M-V functional and the def2-TZVPD basis
C 2.984 2.442 -5.313
C 1.923 1.735 -6.164
C 0.718 2.631 -6.416
O 0.170 2.924 -5.142
C -0.421 4.234 -5.065
Al 0.823 5.801 -4.889
P 1.630 6.596 -7.005
N 1.883 5.555 -8.149
O 0.663 7.827 -7.542
O 2.977 7.503 -6.639
H 3.339 3.363 -5.799
H 3.848 1.788 -5.122
H 2.563 2.717 -4.334
H 1.563 0.830 -5.642
H 2.350 1.392 -7.122
H 1.017 3.545 -6.961
H -0.040 2.091 -7.024
H -1.052 4.214 -4.153
H -1.144 4.357 -5.903
H -0.023 7.028 -4.221
H 2.153 5.496 -4.004
H 1.442 5.776 -9.036
H 0.241 8.264 -6.793
H 3.412 7.109 -5.872
C 4.828 -3.952 -0.776
C 5.530 -2.823 -1.191
C 4.863 -1.782 -1.811
C 3.494 -1.861 -2.011
C 2.783 -2.983 -1.594
C 3.457 -4.033 -0.976
C 1.305 -3.084 -1.791
O 0.699 -4.076 -1.433
C 0.616 -1.942 -2.449
C -0.753 -2.015 -2.693
C -1.400 -0.961 -3.322
C -0.689 0.171 -3.708
C 0.670 0.256 -3.454
C 1.326 -0.800 -2.827
C 2.798 -0.696 -2.606
O 3.397 0.316 -2.897
H 5.349 -4.763 -0.284
H 6.598 -2.755 -1.021
H 5.380 -0.886 -2.127
H 2.888 -4.892 -0.647
H -1.291 -2.904 -2.388
H -2.463 -1.024 -3.520
H -1.185 0.991 -4.214
H 1.234 1.128 -3.755
C 3.010 3.969 -1.230
C 3.105 5.118 -0.451
C 3.569 5.040 0.853
C 3.933 3.810 1.392
C 3.824 2.652 0.614
C 3.369 2.739 -0.698
C 4.183 1.313 1.163
O 4.076 0.296 0.506
C 4.666 1.254 2.574
C 4.982 0.017 3.125
C 5.435 -0.064 4.431
C 5.575 1.092 5.193
C 5.257 2.326 4.650
C 4.799 2.412 3.339
C 4.448 3.756 2.784
O 4.580 4.756 3.460
H 2.663 4.041 -2.255
H 2.821 6.073 -0.874
H 3.659 5.924 1.471
H 3.311 1.843 -1.297
H 4.865 -0.867 2.511
H 5.679 -1.027 4.860
H 5.930 1.028 6.214
H 5.355 3.238 5.224
C -0.274 2.658 -0.585
C -0.520 3.846 -1.263
C -1.758 4.463 -1.164
C -2.759 3.884 -0.392
C -2.517 2.678 0.276
C -1.268 2.072 0.182
C -3.571 2.019 1.089
O -3.367 0.985 1.690
C -4.906 2.686 1.161
C -5.920 2.080 1.898
C -7.159 2.689 1.999
C -7.392 3.907 1.365
C -6.387 4.511 0.629
C -5.140 3.902 0.522
C -4.073 4.574 -0.282
O -4.283 5.644 -0.811
H 0.696 2.183 -0.665
H 0.254 4.284 -1.880
H -1.961 5.388 -1.688
H -1.099 1.143 0.711
H -5.713 1.134 2.382
H -7.948 2.217 2.571
H -8.361 4.382 1.447
H -6.544 5.456 0.126
C -2.018 3.567 4.546
C -3.272 2.985 4.403
C -3.609 1.862 5.139
C -2.692 1.313 6.027
C -1.429 1.893 6.169
C -1.097 3.022 5.427
C -0.415 1.319 7.096
O 0.675 1.829 7.241
C -0.790 0.083 7.845
C 0.150 -0.502 8.687
C -0.175 -1.645 9.399
C -1.442 -2.206 9.278
C -2.381 -1.627 8.441
C -2.058 -0.483 7.720
C -3.086 0.113 6.815
O -4.197 -0.365 6.732
H -1.756 4.441 3.963
H -3.988 3.403 3.706
H -4.578 1.391 5.033
H -0.113 3.453 5.551
H 1.128 -0.046 8.766
H 0.560 -2.102 10.050
H -1.694 -3.099 9.836
H -3.372 -2.047 8.328
C 0.882 -7.109 -2.137
C 1.463 -8.175 -1.462
C 0.670 -9.160 -0.895
C -0.714 -9.080 -0.999
C -1.299 -8.005 -1.674
C -0.497 -7.024 -2.243
C -2.779 -7.878 -1.787
O -3.295 -6.960 -2.386
C -3.612 -8.930 -1.130
C -4.998 -8.818 -1.184
C -5.793 -9.784 -0.590
C -5.209 -10.869 0.057
C -3.830 -10.984 0.114
C -3.027 -10.014 -0.477
C -1.543 -10.155 -0.389
O -1.039 -11.111 0.163
H 1.501 -6.335 -2.569
H 2.541 -8.235 -1.373
H 1.102 -9.999 -0.367
H -0.966 -6.192 -2.752
H -5.428 -7.968 -1.695
H -6.871 -9.694 -0.630
H -5.833 -11.623 0.518
H -3.354 -11.817 0.613
```

Results of the Mulliken charge analysis, in e, for atoms 1 through 2: number 1, C, carries -0.310; number 2, C, carries -0.332

=====

The following is a quantum chemistry calculation of a structure of composition C12H28CuN2O9, from the OMol25 dataset.

Its net charge is 0. The multiplicity is 2. The value obtained for the energy above the lowest of the compared OMol25 structures with the same formula, charge and spin is 0.0 kJ/mol.

Geometry as XYZ:
```
52
C12H28CuN2O9, DFT the ωB97M-V functional and the def2-TZVPD basis
Cu 0.373 0.486 1.505
O -0.777 4.178 2.651
C -0.525 3.006 2.025
O -0.396 1.992 2.777
O -0.436 2.971 0.783
H -0.624 4.826 1.949
O 0.593 -3.331 2.641
C 0.518 -2.042 2.243
O 0.456 -1.115 3.086
O 0.504 -1.759 1.016
H 0.628 -3.209 3.602
C -0.289 -1.543 -3.795
O 0.074 -0.201 -3.587
C 1.310 -0.010 -2.957
C 1.272 -0.320 -1.457
N 1.077 0.895 -0.628
C 2.363 1.587 -0.419
C 3.058 1.039 0.802
O 2.262 1.184 1.965
C 2.618 2.250 2.836
H 0.176 -1.922 -4.718
H -1.356 -1.560 -4.001
H 0.028 -2.171 -2.961
H 1.746 0.985 -3.098
H 2.030 -0.635 -3.515
H 2.171 -0.854 -1.158
H 0.418 -0.966 -1.295
H 0.536 1.501 -1.239
H 2.203 2.662 -0.298
H 3.001 1.508 -1.308
H 4.097 1.331 0.957
H 3.140 -0.044 0.625
H 1.844 2.415 3.577
H 2.730 3.191 2.290
H 3.558 1.970 3.314
C -2.618 0.888 -1.365
C -2.695 -0.124 -0.229
C -2.362 -1.521 -0.715
O -2.702 -2.390 0.350
C -2.085 -3.671 0.312
N -1.855 0.234 0.920
H -2.811 1.901 -1.020
H -3.319 0.594 -2.144
H -1.610 0.834 -1.785
H -3.751 -0.219 0.058
H -1.313 -1.634 -0.991
H -2.981 -1.760 -1.590
H -2.132 -4.099 -0.692
H -2.708 -4.267 0.984
H -1.087 -3.664 0.744
H -2.183 1.087 1.369
H -2.165 -0.484 1.583
```

Results of the natural (NBO) charge analysis, in e, for atoms 1 through 2: number 1, Cu, carries 1.552; number 2, O, carries -0.696